(1)
The following is a quantum chemistry calculation of a structure of composition C39H47Ge2N3O2TeTi, from the OMol25 dataset.

CARTESIAN COORDINATES (ANGSTROEM)
1 Ti 0.2422 1.3443 0.4248
2 C -0.1501 1.4613 -3.5373
3 C -0.3106 2.9047 -3.1688
4 C -1.0426 3.7602 -3.9885
5 C -1.1640 5.1058 -3.6891
6 C -0.5406 5.6072 -2.5555
7 C 0.1876 4.7778 -1.7145
8 C 0.8491 5.3240 -0.4840
9 C 0.2947 3.4138 -2.0209
10 N 1.0176 2.5759 -1.1221
11 C 2.3704 2.7055 -1.2085
12 O 3.0018 3.2747 -2.1029
13 C 3.0468 2.1111 -0.0251
14 C 4.4028 2.0259 0.1330
15 C 4.9354 1.4892 1.3191
16 C 4.0429 1.0681 2.3074
17 C 2.6892 1.1635 2.0927
18 N 2.1736 1.6755 0.9341
19 C 1.6507 0.6921 3.0289
20 O 1.9124 0.3196 4.1791
21 N 0.4126 0.7456 2.4572
22 C -0.6449 0.4987 3.3858
23 C -1.0440 1.5487 4.2306
24 C -0.3051 2.8540 4.2143
25 C -2.0905 1.3476 5.1177
26 C -2.7271 0.1169 5.2066
27 C -2.2892 -0.9268 4.4148
28 C -1.2433 -0.7563 3.5068
29 C -0.7802 -1.9467 2.7178
30 H -0.8973 1.1594 -4.2736
31 H 0.8456 1.2835 -3.9502
32 H -0.2515 0.8150 -2.6642
33 H -1.5260 3.3525 -4.8707
34 H -1.7459 5.7603 -4.3284
35 H -0.6349 6.6583 -2.3012
36 H 0.5316 6.3526 -0.3019
37 H 0.5966 4.7175 0.3881
38 H 1.9371 5.3086 -0.5943
39 H 5.0257 2.3911 -0.6736
40 H 6.0048 1.4093 1.4615
41 H 4.3684 0.6475 3.2509
42 H -0.1182 3.1848 3.1940
43 H -0.8787 3.6265 4.7310
44 H 0.6610 2.7393 4.7149
45 H -2.4097 2.1718 5.7480
46 H -3.5523 -0.0248 5.8960
47 H -2.7619 -1.9022 4.4841
48 H -0.3814 -2.7107 3.3914
49 H -1.6056 -2.3867 2.1529
50 H -0.0046 -1.6829 2.0072
51 C -4.5178 -1.4898 0.8359
52 C -3.7306 -0.1954 1.0150
53 Ge -2.1789 0.0533 -0.2166
54 C -3.0615 0.5083 -1.9614
55 C -3.0260 -0.5628 -3.0464
56 C -1.6524 -1.8426 -0.5752
57 C -0.4207 -2.3209 -0.7745
58 Ge 1.0670 -1.0133 -0.5517
59 C 2.3999 -1.8173 0.7056
60 C 2.5060 -3.3414 0.7207
61 C 2.1756 -0.8040 -2.2173
62 C 3.3467 -1.7584 -2.4739
63 C -0.2616 -3.7604 -1.0864
64 C -0.9035 -4.7354 -0.3160
65 C -0.7667 -6.0850 -0.6049
66 C 0.0132 -6.4984 -1.6776
67 C 0.6540 -5.5415 -2.4541
68 C 0.5227 -4.1937 -2.1552
69 H -5.4516 -1.4828 1.4110
70 H -3.9438 -2.3608 1.1664
71 H -4.7847 -1.6659 -0.2128
72 H -3.3851 -0.0916 2.0442
73 H -4.3679 0.6727 0.8255
74 H -2.6357 1.4492 -2.3144
75 H -4.0982 0.7362 -1.6854
76 H -2.0093 -0.9168 -3.2339
77 H -3.4306 -0.1951 -3.9974
78 H -3.6083 -1.4444 -2.7612
79 H -2.4865 -2.5472 -0.6912
80 H 2.1890 -1.4605 1.7141
81 H 3.3649 -1.3708 0.4389
82 H 1.5404 -3.8122 0.9227
83 H 3.2032 -3.6896 1.4918
84 H 2.8483 -3.7407 -0.2390
85 H 2.5927 0.2007 -2.0955
86 H 1.5298 -0.7433 -3.0943
87 H 3.8878 -1.9952 -1.5551
88 H 4.0719 -1.3163 -3.1665
89 H 3.0400 -2.7078 -2.9146
90 H -1.4974 -4.4171 0.5337
91 H -1.2652 -6.8197 0.0176
92 H 0.1236 -7.5532 -1.9023
93 H 1.2650 -5.8439 -3.2977
94 H 1.0238 -3.4549 -2.7624
95 Te -1.9814 2.8172 0.6763

Computed properties:
Gap between HOMO and LUMO (spin up / spin down)   4.483 / 6.014 eV
Multiplicity   3
LUMO energy (spin up / spin down)   4.35 / 4.26 eV
HOMO level (spin up / spin down)   -0.128 / -1.759 eV
Charge   -2



(2)
The following is a quantum chemistry calculation of an isolated molecule of C3H6N3O2P, from the OMol25 dataset.

CARTESIAN COORDINATES (ANGSTROEM)
1 C -1.5229 1.8024 -0.0607
2 C -0.3103 1.2711 0.0829
3 C -2.9052 -0.0943 0.0722
4 N -2.6819 1.0940 0.2130
5 N -1.0235 -1.2020 -1.0739
6 N 1.5388 -0.8108 0.0873
7 O -3.5103 -1.0778 0.1725
8 O -0.5100 -1.1926 1.4076
9 P -0.1483 -0.5351 -0.0019
10 H -1.8163 2.8669 -0.1718
11 H 0.4731 2.0593 0.0911
12 H -0.9343 -0.7404 -1.9538
13 H 2.0622 -0.7409 1.0011
14 H 2.1690 -0.7768 -0.7638
15 H -1.3750 -1.4337 1.0965

Computed properties:
Gap between HOMO and LUMO   10.040 eV
Multiplicity   1
SMILES   N=[P@](N)(O)/C=C\N=C=O
LUMO energy   0.51 eV
HOMO level   -9.526 eV
Charge   0



(3)
The following is a quantum chemistry calculation of a structure of composition C7H15N3, from the OMol25 dataset.

CARTESIAN COORDINATES (ANGSTROEM)
1 C -1.7283 -0.8050 0.0015
2 C 3.0503 0.6202 0.8594
3 C -2.0515 -1.4194 1.3369
4 C -2.7167 0.2238 -0.4773
5 N 0.0526 0.0022 0.3360
6 C 0.5931 -0.0097 -0.8524
7 C 2.5596 0.1851 -0.4906
8 N -0.0407 1.1992 1.0437
9 C 0.3990 -0.0869 -2.1556
10 N 3.3090 -0.0572 -1.4787
11 H -1.5352 -1.5713 -0.7493
12 H -0.5622 1.9094 0.5323
13 H -0.4615 1.0359 1.9521
14 H 4.3120 0.1330 -1.3288
15 H 4.1344 0.7986 0.8596
16 H 2.8303 -0.1552 1.5966
17 H 2.5806 1.5610 1.1522
18 H -1.3013 -2.1604 1.6249
19 H -3.0257 -1.9316 1.3274
20 H -2.1053 -0.6550 2.1208
21 H -2.8071 1.0534 0.2356
22 H -3.7318 -0.1906 -0.5788
23 H -2.4386 0.6393 -1.4490
24 H -0.5562 -0.3501 -2.5885
25 H 1.2411 0.0313 -2.8301

Computed properties:
Gap between HOMO and LUMO   8.438 eV
Multiplicity   1
LUMO energy   0.86 eV
HOMO level   -7.575 eV
Charge   0



(4)
The following is a quantum chemistry calculation of an isolated molecule of C5H7NO, from the OMol25 dataset.

CARTESIAN COORDINATES (ANGSTROEM)
1 C 0.4053 1.4336 1.0868
2 C -0.2984 0.3710 0.2972
3 N -1.4375 -0.4996 0.5925
4 C -0.1449 -1.1163 0.3703
5 C 0.3369 -1.1810 -1.0847
6 C -0.0549 0.2998 -1.1887
7 O -0.0700 1.1296 -2.0573
8 H 1.2938 1.6744 0.4871
9 H 0.7550 1.0633 2.0526
10 H -0.1528 2.3625 1.2125
11 H -2.0903 -0.6085 -0.1848
12 H 0.2629 -1.6799 1.2031
13 H -0.0148 -1.9178 -1.8073
14 H 1.4372 -1.1845 -1.0590

Computed properties:
Gap between HOMO and LUMO   10.285 eV
Multiplicity   1
SMILES   C[C@]12N[C@H]1CC2=O
LUMO energy   0.93 eV
HOMO level   -9.357 eV
Charge   0



The E_tot results, record by record, are as follows: -7100.54607 -774.01391 -439.79575 -324.63955 Eh.
The relative energy (zero: lowest compared OMol25 entry of this formula, charge and spin) results, record by record, are as follows: 22.8 17.8 107.2 53.3 kcal/mol.